(1)
This record from OMol25 describes C6H7LiNaO4 as an isolated structure in a non-equilibrium geometry. The level of theory is ωB97M-V/def2-TZVPD.

The geometry in XYZ format:
```
19
C6H7LiNaO4, DFT ωB97M-V/def2-TZVPD
Na 4.41211 0.35892 -0.44504
O -0.39053 1.61727 0.63424
O -2.89750 0.66446 -0.46324
O 2.31036 0.07399 -0.19162
O -3.42143 -1.37732 -1.01136
C 0.83462 -0.93994 1.47351
C -2.61881 -0.55305 -0.36879
C -1.59343 2.03442 0.45317
C -1.49368 -1.08471 0.34290
C 1.94235 -1.11526 0.40824
C -0.47132 -0.56547 0.89811
Li 1.09624 1.33202 -0.55645
H -2.92452 -2.07427 -1.46289
H -2.15478 1.78652 1.37165
H 1.15018 -0.13932 2.16055
H -1.79939 3.03812 0.06031
H 2.77449 -1.62323 0.94016
H 1.58665 -1.85258 -0.34038
H 0.71528 -1.87150 2.04457
```

Calculated values
* LUMO: -4.09 eV
* total charge: +1

Mulliken population analysis, charges in e, atoms 1 to 2:
1. Na 1.016
2. O -0.675

=====

(2)
This record from OMol25 describes C6H12O3 as an isolated structure. The level of theory is ωB97M-V/def2-TZVPD.

The geometry in XYZ format:
```
21
C6H12O3, DFT ωB97M-V/def2-TZVPD
O 2.04897 0.70036 -0.45910
O 0.07248 -1.29068 1.31896
O 0.37176 0.92145 -1.94045
C -0.30314 1.29893 0.68737
C 0.95017 -1.57809 -1.11666
C -1.67399 -0.98327 -0.31449
C 0.54532 1.48531 1.90700
C 0.93925 0.43653 -0.79536
C -0.30314 -0.79274 0.30013
H -1.81200 -2.04186 -0.53424
H -0.23841 2.11939 -0.02256
H 0.16852 2.34378 2.47398
H 1.76065 -1.83113 -0.44610
H -2.41973 -0.68812 0.42371
H -1.84479 -0.41116 -1.22486
H 0.50853 0.61039 2.55647
H 0.22434 -2.38294 -1.20595
H -0.52338 0.58107 -2.04904
H 1.29758 -1.29511 -2.10779
H 1.58259 1.68283 1.63945
H -1.35159 1.11506 0.90956
```

Calculated values
* LUMO: 0.37 eV
* total charge: 0

Mulliken population analysis, charges in e, atoms 1 to 2:
1. O -0.555
2. O -0.593

=====

(3)
This record from OMol25 describes C16H21F2N5O6 as an isolated structure in a non-equilibrium geometry. The level of theory is ωB97M-V/def2-TZVPD.

The geometry in XYZ format:
```
50
C16H21F2N5O6, DFT ωB97M-V/def2-TZVPD
F -1.47942 1.62205 1.68471
F -2.98353 -2.80098 -4.35247
O 1.50888 -0.63087 3.46621
O -0.78858 -0.37970 -1.40283
O -2.71113 -1.60873 -1.17784
O 0.39478 -0.86227 1.50828
O 0.52402 1.10296 2.39849
O -1.48253 -1.77447 -3.06973
N 0.41380 3.63778 0.53679
N -0.20376 -3.85385 -1.94027
N 2.16999 0.57517 -0.59109
N 1.06915 -3.36462 3.81025
N -3.41194 4.60396 2.51832
C 0.70859 -0.24822 -2.69253
C 1.22323 3.54718 -0.26851
C 1.18528 -2.64910 0.01268
C 0.78007 -0.15610 2.58617
C 2.23408 3.45614 -1.34680
C -3.64940 -2.05314 -2.12445
C 0.40498 -3.36493 -1.07010
C -0.23101 1.35808 1.24268
C -1.54948 -1.24000 -1.82021
C 1.47062 0.23369 -1.50584
C -0.27508 0.00359 0.57398
C -2.65209 4.36364 1.70869
C 2.90381 -1.62617 4.37476
C 1.85137 -2.58328 4.09013
C -2.57331 -2.69585 -3.07634
C -1.68702 4.00771 0.72839
H -1.34280 -0.21099 0.52895
H 2.24430 -2.86881 -0.12264
H -4.17783 -1.31954 -2.73328
H 1.02596 -1.57245 -0.04666
H -1.98456 4.23813 -0.29458
H 3.61517 -1.68456 3.55095
H -0.68411 4.37506 0.94594
H 0.11146 2.24245 0.70536
H 2.45718 -0.63238 4.34315
H 3.05705 2.89519 -0.90391
H -4.35522 -2.76903 -1.70324
H 0.09343 0.02170 -0.45167
H 2.68701 4.40024 -1.64953
H -1.64521 2.92166 0.81108
H 1.85904 3.06019 -2.29056
H 0.04875 -1.09951 -2.52512
H 0.94462 -3.06108 0.99271
H 3.49048 -1.67880 5.29189
H 0.23254 0.52295 -3.29815
H -2.34303 -3.68338 -2.67652
H 1.50139 -0.71670 -3.27571
```

Calculated values
* LUMO: -0.10 eV
* total charge: 0

Mulliken population analysis, charges in e, atoms 1 to 2:
1. F -0.401
2. F -0.334

=====

(4)
This record from OMol25 describes a 8-piece molecular cluster, C11H38N2O8 overall in a non-equilibrium geometry. The level of theory is ωB97M-V/def2-TZVPD.

The geometry in XYZ format:
```
59
C11H38N2O8, DFT ωB97M-V/def2-TZVPD
O -27.80472 -14.04799 -6.34293
O -24.10691 -10.99060 -7.55687
O -25.34180 -16.46649 -13.01728
O -26.17051 -15.91615 -7.26695
O -27.06308 -12.46251 -13.23931
O -24.47041 -12.79458 -10.48675
O -27.35195 -12.96286 -10.59939
O -28.28069 -10.13335 -8.90674
N -25.85169 -12.85983 -6.01861
N -27.72245 -11.84891 -5.80420
C -27.23847 -16.78532 -7.35857
C -28.89225 -14.32935 -9.57011
C -27.10134 -12.91885 -6.06637
C -28.19629 -11.98006 -13.81692
C -29.64177 -10.06743 -9.07528
C -26.67133 -18.13432 -7.36597
C -24.29948 -13.63088 -9.39276
C -24.41994 -15.10112 -9.79164
C -26.52855 -16.18254 -12.35005
C -25.25559 -10.43066 -8.16726
C -27.65994 -13.47080 -9.39131
H -26.17108 -18.30874 -6.36994
H -29.20669 -14.72741 -8.60590
H -27.49260 -18.82591 -7.38986
H -25.19785 -13.58691 -6.21541
H -28.12297 -11.54049 -14.83356
H -27.78754 -16.70053 -6.39804
H -29.55359 -13.79246 -10.26017
H -26.40678 -12.80622 -10.45294
H -25.38395 -11.96756 -6.20577
H -25.46952 -15.46310 -9.63301
H -27.39973 -16.21321 -13.01794
H -27.30161 -10.95259 -5.74408
H -28.92682 -12.82480 -13.86736
H -24.97234 -9.87474 -9.04614
H -30.17353 -9.38443 -8.36674
H -29.92519 -9.75321 -10.15616
H -25.69693 -9.81464 -7.41338
H -23.86076 -12.07890 -10.36027
H -29.99833 -11.02605 -8.73362
H -26.84400 -14.16696 -9.07692
H -27.24284 -12.57642 -12.26501
H -27.84275 -16.38246 -8.16058
H -24.03470 -15.25118 -10.80951
H -28.60614 -15.19697 -10.20410
H -25.22962 -15.90820 -13.77609
H -23.46657 -10.27736 -7.40626
H -26.01199 -11.31510 -8.31998
H -25.07412 -13.39572 -8.60558
H -28.04547 -11.01339 -9.17728
H -26.81897 -16.76842 -11.50548
H -27.77902 -12.72274 -8.57878
H -25.96023 -18.29426 -8.11896
H -23.83142 -15.65738 -9.05918
H -28.78930 -11.97442 -5.84970
H -26.37632 -15.13860 -6.70165
H -26.62325 -15.15479 -11.90376
H -23.39587 -13.40772 -8.84835
H -28.58273 -11.09103 -13.23854
```

Calculated values
* LUMO: 0.04 eV
* total charge: 0
* structure (SMILES): NC(N)=O.CCO.CCO.CCO.CO.CO.CO.CO

Mulliken population analysis, charges in e, atoms 1 to 2:
1. O -0.738
2. O -0.527

=====

(5)
This record from OMol25 describes C47H46F3N8O2S5SbSn as an isolated structure in a non-equilibrium geometry. The level of theory is ωB97M-V/def2-TZVPD.

The geometry in XYZ format:
```
113
C47H46F3N8O2S5SbSn, DFT ωB97M-V/def2-TZVPD
Sb 18.81005 -18.21779 -4.89490
Sn 18.44808 -14.67661 -6.90519
S 20.28291 -13.52643 -8.35931
S 17.80377 -15.76751 -9.30961
S 19.41578 -13.18100 -10.17975
S 16.78763 -13.92927 -3.29598
S 18.66353 -14.92141 -10.87249
F 21.17646 -23.82755 -3.51987
F 21.30326 -18.03456 -10.59531
F 13.04424 -20.20831 -6.13731
O 16.89417 -7.32597 -5.03030
O 20.01070 -13.63771 -5.15987
N 21.23198 -14.12218 -5.21394
N 17.66630 -15.01938 -1.00365
N 15.68121 -13.83499 -0.85138
N 15.43865 -15.34229 -7.11420
N 17.10658 -12.74674 -7.39208
N 10.15405 -14.65391 -6.53232
N 15.02265 -8.26436 -5.81556
N 17.09981 -9.44658 -5.84548
C 16.78387 -18.85516 -5.21403
C 17.44444 -15.81678 0.20039
C 16.57305 -20.22914 -5.53022
C 16.03256 -10.22331 -7.91163
C 14.24440 -19.78030 -5.74086
C 21.13118 -21.99580 -4.96263
C 15.86124 -13.46790 0.59176
C 16.79828 -10.45606 -6.74071
C 13.28335 -9.78249 -6.61641
C 15.95408 -11.26931 -8.83126
C 21.51949 -15.18512 -4.43198
C 15.28114 -20.70080 -5.81169
C 23.75622 -15.29250 -5.32169
C 15.69274 -17.99293 -5.07544
C 19.58019 -18.17943 -6.90829
C 20.70848 -17.39418 -7.10951
C 16.36581 -8.29713 -5.52280
C 19.57746 -18.81709 -9.21004
C 19.30022 -20.79043 -3.21919
C 21.31107 -17.32053 -8.36710
C 17.24284 -11.75198 -6.51819
C 14.11452 -9.35497 -5.60384
C 14.39636 -18.46397 -5.30823
C 11.26192 -14.87192 -6.66619
C 18.99389 -18.83740 -7.96061
C 14.04573 -10.02759 -4.35117
C 14.47062 -13.22098 -1.41549
C 20.74762 -18.08496 -9.38700
C 22.75323 -15.81265 -4.52867
C 20.69925 -22.62312 -3.82613
C 13.53516 -14.34875 -6.00493
C 19.58867 -20.14879 -4.46072
C 14.90022 -14.52430 -6.22108
C 12.12504 -11.25096 -5.13591
C 20.54031 -20.77471 -5.30709
C 12.31059 -10.70213 -6.39181
C 18.80985 -15.41290 -1.79597
C 23.41148 -14.15033 -6.08920
C 22.18833 -13.57449 -6.00215
C 13.03938 -10.96594 -4.14226
C 16.71207 -14.26521 -1.62028
C 14.60083 -16.06974 -7.85211
C 12.68809 -15.05042 -6.81717
C 13.19952 -15.95725 -7.74419
C 16.47649 -12.50224 -8.51411
C 19.86686 -22.00035 -2.91619
C 10.90925 -12.05792 -4.84770
H 21.88868 -22.49853 -5.57791
H 18.68204 -20.31261 -2.49234
H 24.09722 -13.64610 -6.77357
H 14.61377 -7.37346 -5.51205
H 21.13645 -16.85262 -6.29509
H 10.25943 -12.08325 -5.72156
H 20.65616 -15.52966 -3.89448
H 15.05768 -21.69676 -6.19159
H 16.93369 -13.49498 0.82859
H 17.46329 -20.88230 -5.62720
H 22.19485 -16.73666 -8.52826
H 15.84404 -16.94784 -4.80258
H 18.54886 -15.86234 -2.74432
H 10.33737 -11.57744 -4.03873
H 19.12970 -19.31677 -10.08260
H 18.00931 -9.40320 -5.34334
H 15.38141 -11.11202 -9.74432
H 11.10759 -13.08116 -4.52944
H 15.66561 -9.22987 -8.14219
H 19.42855 -16.09351 -1.18243
H 15.27400 -14.10848 1.24014
H 17.98151 -15.45496 1.12104
H 14.76499 -9.77875 -3.62929
H 12.88312 -11.42610 -3.16920
H 19.44939 -14.53849 -1.99703
H 14.56236 -12.10396 -1.40817
H 24.75529 -15.73376 -5.42341
H 14.33045 -13.50645 -2.47038
H 18.12716 -19.48233 -7.79185
H 15.02545 -16.72063 -8.58868
H 15.56318 -12.43832 0.73778
H 17.69119 -12.02242 -5.60618
H 12.51737 -16.56676 -8.28963
H 17.90348 -16.81071 -0.00088
H 22.90430 -16.71636 -3.95612
H 19.59334 -22.50748 -2.01470
H 13.31616 -9.33268 -7.58924
H 13.53593 -17.79297 -5.18738
H 13.19102 -13.57523 -5.30736
H 16.39798 -15.96766 0.32332
H 13.61847 -13.52921 -0.83710
H 16.43115 -13.28510 -9.27375
H 21.87404 -12.69605 -6.52028
H 15.62169 -13.93248 -5.63870
H 11.57463 -10.88352 -7.15433
H 20.79551 -20.37535 -6.28469
```

Calculated values
* spin multiplicity: 2
* LUMO (spin up / spin down): -2.57 / -4.84 eV
* ⟨S²⟩: 0.76
* total charge: +1

Mulliken population analysis, charges in e, atoms 1 to 2:
1. Sb 1.359
2. Sn 1.137

=====

(6)
This record from OMol25 describes one molecule with the formula C3H7N3O2 in a non-equilibrium geometry. The level of theory is ωB97M-V/def2-TZVPD.

The geometry in XYZ format:
```
15
C3H7N3O2, DFT ωB97M-V/def2-TZVPD
O -0.47306 -1.16626 0.19578
O -2.42930 0.09358 0.27628
N 0.21852 0.05215 -0.33991
N 1.32967 0.75869 1.53392
N 0.12669 1.40509 1.54825
C -1.77776 -0.94408 0.46443
C 0.42994 -0.24680 -1.81163
C 1.47246 0.10448 0.45909
H -0.64561 -0.16333 -2.14576
H 2.33948 -0.46283 0.19243
H 0.94680 -1.18896 -1.89556
H -0.43965 1.14667 0.70457
H 1.06145 0.42944 -2.18522
H -2.16493 -2.00600 0.79830
H 0.00528 2.18817 2.20504
```

Calculated values
* LUMO: 0.89 eV
* total charge: 0
* structure (SMILES): CN(/C=N\N)OC=O

Mulliken population analysis, charges in e, atoms 1 to 2:
1. O -0.148
2. O -0.491

=====

(7)
This record from OMol25 describes C12H15N5OS2Tl as an isolated structure. The level of theory is ωB97M-V/def2-TZVPD.

The geometry in XYZ format:
```
36
C12H15N5OS2Tl, DFT ωB97M-V/def2-TZVPD
Tl 2.05492 -0.99284 -1.21360
S 1.89585 2.20195 -0.65230
S 4.59955 -1.73613 -0.03366
O -0.38020 -1.16532 -0.58810
N 1.93734 -0.92366 1.35432
N 0.49103 1.85413 -2.87733
N 3.09736 -0.82290 2.11195
N 5.32611 -0.86569 2.37006
N -0.72162 1.87854 -0.92633
C -2.50947 -1.11141 0.40243
C -3.31833 -0.94799 1.50644
C 0.47370 1.97989 -1.53201
C -2.75836 -0.73761 2.77269
C -0.57578 1.23456 -3.67324
C -1.93055 1.44975 -1.62614
C -1.08136 -1.06179 0.47486
C 0.90516 -0.85849 2.10569
C 4.22848 -1.10385 1.54396
C -1.38076 -0.71500 2.87806
C -1.55377 0.51999 -2.76251
C -0.52006 -0.87439 1.78149
H 1.12014 -0.76255 3.17036
H -1.08190 -0.36039 -2.31952
H 6.14994 -1.37742 2.11366
H -1.08950 1.99781 -4.26659
H -2.46842 2.32490 -2.00454
H -2.56782 0.93982 -0.90926
H -0.92952 -0.57328 3.85635
H 5.11140 -0.81606 3.35490
H -2.43962 0.21509 -3.32454
H -2.94054 -1.30355 -0.57519
H -3.38297 -0.60238 3.64707
H 1.41966 1.86600 -3.25567
H -4.39667 -0.99255 1.39364
H -0.66074 1.71842 0.06652
H -0.12269 0.52442 -4.36391
```

Calculated values
* LUMO: 2.69 eV
* total charge: -1

Mulliken population analysis, charges in e, atoms 1 to 2:
1. Tl 0.541
2. S -0.354

=====

(8)
This record from OMol25 describes C5H4F6O2 as an isolated structure in a non-equilibrium geometry. The level of theory is ωB97M-V/def2-TZVPD.

The geometry in XYZ format:
```
17
C5H4F6O2, DFT ωB97M-V/def2-TZVPD
F -3.80076 -0.79215 1.12163
F -3.07932 1.28352 -1.43137
F -1.39486 -1.41420 -1.28572
F -1.36965 0.96138 1.54454
F -4.04168 -1.09825 -0.94490
F -3.57621 1.77526 0.59906
O -1.45969 -1.93949 0.99910
O -0.37490 1.27355 -0.51753
C -2.82009 0.92466 -0.18893
C -1.77330 -1.08602 -0.00014
C -1.39575 0.79122 0.24527
C 0.99201 1.19832 -0.00025
C -3.21097 -0.54474 -0.03547
H -1.48515 -2.79713 0.69323
H 0.95552 0.94863 1.05188
H 1.33389 2.26337 -0.10804
H 1.61766 0.46976 -0.40354
```

Calculated values
* LUMO: 0.55 eV
* total charge: 0

Mulliken population analysis, charges in e, atoms 1 to 2:
1. F -0.292
2. F -0.284